1.
{"formula": "C53H130N8O11", "method": "wB97M-V/def2-TZVPD", "symbols": ["C", "C", "C", "C", "C", "C", "C", "C", "C", "N", "O", "H", "H", "H", "H", "H", "H", "H", "H", "H", "H", "H", "H", "H", "H", "H", "H", "H", "H", "H", "C", "C", "C", "C", "C", "C", "C", "C", "C", "N", "O", "H", "H", "H", "H", "H", "H", "H", "H", "H", "H", "H", "H", "H", "H", "H", "H", "H", "H", "H", "C", "C", "C", "C", "C", "C", "C", "C", "C", "N", "O", "H", "H", "H", "H", "H", "H", "H", "H", "H", "H", "H", "H", "H", "H", "H", "H", "H", "H", "H", "C", "O", "C", "C", "C", "N", "H", "H", "H", "H", "H", "H", "H", "H", "H", "H", "H", "C", "O", "C", "C", "C", "N", "H", "H", "H", "H", "H", "H", "H", "H", "H", "H", "H", "C", "O", "C", "C", "C", "N", "H", "H", "H", "H", "H", "H", "H", "H", "H", "H", "H", "C", "O", "C", "C", "C", "N", "H", "H", "H", "H", "H", "H", "H", "H", "H", "H", "H", "C", "O", "C", "C", "C", "N", "H", "H", "H", "H", "H", "H", "H", "H", "H", "H", "H", "C", "C", "O", "H", "H", "H", "H", "H", "H", "C", "C", "O", "H", "H", "H", "H", "H", "H", "C", "C", "O", "H", "H", "H", "H", "H", "H"], "positions_angstrom": [[-0.3800, 3.2367, 6.6092], [1.0532, 3.4426, 6.0993], [1.7670, 4.4193, 7.0879], [1.8356, 2.1030, 6.2275], [1.4479, 1.0510, 5.1631], [1.7169, 1.6519, 3.7937], [1.0490, 2.9770, 3.5858], [1.7235, 3.6099, 2.3416], [-0.3776, 2.7857, 3.2301], [1.2694, 3.9385, 4.7460], [0.6102, 5.1692, 4.5322], [-0.8721, 4.1940, 6.7878], [-0.9624, 2.6044, 5.9416], [-0.3104, 2.8233, 7.6162], [2.8305, 4.4603, 6.8497], [1.3460, 5.4085, 6.9080], [1.6672, 4.0794, 8.1177], [2.8999, 2.2748, 6.0530], [1.7413, 1.6718, 7.2244], [2.0856, 0.1739, 5.2750], [0.3910, 0.7936, 5.2547], [1.4940, 0.9155, 3.0204], [2.8065, 1.7140, 3.7224], [1.2529, 4.5584, 2.0808], [1.6230, 2.8870, 1.5323], [2.7762, 3.8112, 2.5422], [-0.4041, 2.4492, 2.1916], [-0.8729, 3.7586, 3.2221], [-0.9453, 2.0914, 3.8496], [1.3114, 5.8169, 4.6452], [3.7537, 0.8246, -4.5998], [4.7363, -0.3183, -4.3462], [4.6404, -1.2894, -5.5007], [6.1533, 0.2672, -4.3463], [6.5667, 0.9083, -3.0362], [6.4668, -0.0975, -1.8924], [5.0139, -0.7245, -1.7887], [5.1697, -2.0584, -0.9989], [4.1461, 0.2571, -1.0156], [4.4779, -1.0835, -3.0886], [3.2060, -1.6721, -2.9494], [3.9000, 1.6256, -5.3238], [2.7532, 0.4030, -4.7265], [3.5576, 1.4011, -3.6903], [4.5998, -0.8119, -6.4804], [5.4539, -2.0178, -5.5037], [3.7652, -1.9420, -5.4747], [6.9494, -0.3993, -4.6860], [6.1981, 1.0270, -5.1297], [7.5332, 1.4129, -3.0640], [5.8897, 1.7114, -2.7314], [6.7393, 0.4188, -0.9722], [7.1785, -0.9062, -2.0711], [5.9628, -2.0240, -0.2513], [5.4425, -2.8665, -1.6781], [4.2132, -2.3262, -0.5490], [3.1088, -0.0868, -0.9709], [3.9961, 1.2563, -1.4268], [4.4382, 0.3021, 0.0346], [3.2258, -2.5384, -3.3752], [0.4783, -2.8105, 3.6283], [1.0479, -4.2500, 3.8850], [2.4051, -4.0683, 4.6135], [0.0976, -4.8857, 4.8966], [-1.1920, -5.4611, 4.2557], [-0.8443, -6.3319, 3.0042], [0.1075, -5.6616, 1.9851], [0.7388, -6.7388, 1.0516], [-0.7758, -4.7580, 1.1089], [1.2525, -5.0249, 2.6765], [2.1271, -4.4072, 1.7622], [0.6760, -2.1825, 4.4971], [1.0909, -2.4205, 2.8134], [-0.5617, -2.7654, 3.3064], [2.3507, -3.6950, 5.6373], [2.9469, -5.0068, 4.7413], [2.9981, -3.3542, 4.0406], [0.5627, -5.6797, 5.4836], [-0.1106, -4.0672, 5.5864], [-1.6696, -6.2091, 4.8902], [-1.9695, -4.7504, 3.9804], [-1.7664, -6.4856, 2.4425], [-0.4699, -7.3053, 3.3232], [1.4541, -6.3214, 0.3432], [-0.0256, -7.2711, 0.4824], [1.2635, -7.5401, 1.5757], [-0.1794, -4.0586, 0.5200], [-1.3975, -4.1504, 1.7707], [-1.4644, -5.3038, 0.4655], [2.8960, -4.9758, 1.8640], [-3.6015, -0.3165, 2.5210], [-4.4439, -1.4324, 2.8864], [-5.1053, -1.2184, 4.1573], [-4.1388, -1.4661, 5.3486], [-3.5023, -2.8665, 5.4398], [-4.8394, -1.2314, 6.6264], [-4.0569, 0.6597, 2.6962], [-3.4196, -0.4077, 1.4505], [-2.6400, -0.3151, 3.0374], [-5.5690, -0.2338, 4.2280], [-5.9128, -1.9490, 4.2331], [-3.2362, -0.8768, 5.1687], [-2.7134, -2.9323, 4.6892], [-4.2804, -3.6003, 5.2159], [-3.0603, -3.1570, 6.3925], [-5.7873, -1.5853, 6.6267], [-4.3630, -1.7779, 7.3298], [-2.8561, 4.2590, -4.4564], [-2.0647, 3.4098, -5.2705], [-0.9300, 2.8069, -4.6598], [-0.5554, 1.4700, -5.3807], [0.3045, 1.7287, -6.6456], [-1.7921, 0.8638, -5.8965], [-2.2010, 5.0201, -4.0241], [-3.3097, 3.6744, -3.6537], [-3.5766, 4.7703, -5.0918], [-0.1630, 3.5792, -4.7598], [-1.2165, 2.7109, -3.6092], [-0.1020, 0.6823, -4.7783], [1.3065, 1.9893, -6.2952], [-0.0784, 2.6178, -7.1486], [0.3949, 0.8988, -7.3429], [-2.2784, 1.6807, -6.2501], [-2.4189, 0.5619, -5.1594], [3.1912, -4.6643, -5.2326], [2.5052, -4.2634, -4.0975], [1.1348, -4.5597, -4.1288], [0.4417, -4.0496, -2.8119], [-0.9724, -4.4931, -2.6348], [0.3551, -2.5950, -2.8506], [2.7821, -4.3667, -6.2023], [3.1531, -5.7560, -5.3123], [4.2327, -4.3575, -5.1531], [0.6831, -4.1972, -5.0546], [1.0158, -5.6427, -4.0159], [1.0488, -4.4946, -2.0211], [-1.1172, -5.5685, -2.5102], [-1.5568, -4.2411, -3.5252], [-1.5977, -4.0412, -1.8656], [-0.1146, -2.3949, -3.7287], [1.2901, -2.2714, -3.0783], [0.4842, 2.9339, -1.2938], [-0.5550, 2.0858, -0.8694], [-0.5326, 0.8009, -1.4018], [-0.7815, -0.2286, -0.2259], [0.4102, -0.6584, 0.6248], [-1.4467, -1.4170, -0.7608], [0.5770, 3.0629, -2.3733], [1.4372, 2.5985, -0.8751], [0.3976, 3.9618, -0.9420], [-1.2787, 0.6883, -2.1931], [0.4132, 0.5807, -1.9057], [-1.4888, 0.2825, 0.4308], [1.2089, -1.1832, 0.1009], [0.0620, -1.2322, 1.4840], [0.8333, 0.2178, 1.1243], [-1.4652, -2.1126, -0.0234], [-0.8692, -1.8682, -1.4664], [-3.6933, 2.8619, -0.6936], [-4.0325, 4.2178, -0.7081], [-2.9560, 5.1133, -0.9561], [-2.0821, 5.2740, 0.2743], [-2.7852, 5.7688, 1.5176], [-0.9721, 6.2347, -0.0609], [-4.5036, 2.2045, -0.3815], [-2.8665, 2.6341, -0.0146], [-3.2968, 2.5515, -1.6648], [-2.3093, 4.7081, -1.7401], [-3.3190, 6.0429, -1.3962], [-1.6165, 4.3187, 0.5198], [-3.2158, 6.7692, 1.4593], [-2.0873, 5.7412, 2.3562], [-3.5987, 5.0903, 1.7819], [-1.3700, 7.1571, -0.1993], [-0.3829, 6.3854, 0.7492], [2.0667, 6.9606, -3.8855], [0.9222, 7.0341, -2.9584], [0.3646, 5.7519, -2.7045], [3.0213, 6.9677, -3.3622], [2.0541, 7.7642, -4.6249], [1.9929, 6.1187, -4.5770], [0.1501, 7.7158, -3.3205], [1.3297, 7.3679, -2.0009], [-0.0952, 5.7431, -1.8548], [-4.7951, 0.6799, -3.8398], [-4.5884, -0.3149, -2.7356], [-3.4614, -1.1198, -3.1387], [-5.7093, 1.2507, -3.6655], [-5.0198, 0.1611, -4.7743], [-3.9032, 1.2751, -4.0274], [-5.3773, -1.0545, -2.5903], [-4.4257, 0.2597, -1.8216], [-2.8996, -1.1710, -2.3560], [-4.1700, -3.8917, -0.8711], [-4.9382, -3.0023, 0.1029], [-4.8816, -3.6139, 1.4020], [-3.2800, -4.2499, -0.3535], [-3.9184, -3.3647, -1.7918], [-4.7019, -4.7994, -1.1612], [-5.9483, -2.7668, -0.2386], [-4.4133, -2.0472, 0.1827], [-4.8377, -2.8839, 2.0376]], "mulliken_charge": [-1.57, 1.50, -1.92, -1.67, -0.19, -0.73, 2.41, -1.70, -0.57, 0.20, -0.48, 0.39, 0.19, 0.41, 0.40, 0.44, 0.38, 0.40, 0.52, 0.52, 0.05, -0.87, 0.60, 0.28, 0.16, 0.53, -0.04, 0.22, -0.16, 0.36, -1.89, 2.10, -2.01, -1.30, -0.65, -1.39, 2.02, -1.93, -1.85, -0.36, 0.10, 0.42, 0.26, 0.32, 0.38, 0.41, 0.26, 0.31, 0.45, 0.42, 0.32, 0.46, 0.46, 0.43, 0.39, 0.23, -0.01, 0.28, 0.63, 0.33, -1.69, 2.02, -2.19, -1.35, 0.15, -1.53, 1.81, -2.10, -1.18, 0.07, -0.20, 0.54, 0.47, -0.09, 0.39, 0.48, 0.42, 0.44, 0.41, 0.57, -0.42, 0.47, 0.36, 0.32, 0.38, 0.48, 0.18, -0.05, 0.51, 0.31, -0.16, -0.35, -1.16, 1.04, -0.98, -0.72, 0.47, -0.45, 0.15, 0.38, 0.57, -0.19, -0.24, 0.36, 0.47, 0.26, 0.32, -0.36, -0.57, 0.68, 0.86, -1.69, -0.82, 0.11, 0.05, 0.37, 0.60, -0.72, -0.11, 0.29, 0.38, 0.39, 0.44, 0.11, -1.01, -0.18, -1.17, 1.00, -1.75, 0.09, 0.40, 0.33, 0.28, 0.42, 0.41, 0.11, 0.49, 0.51, -0.16, 0.31, -0.14, -0.44, 1.04, -1.08, 1.10, 0.37, 2.46, 0.07, -0.07, -0.01, -0.23, 0.18, -0.83, 0.27, -0.23, -0.59, -0.47, -0.68, 0.49, -0.52, -0.25, 2.44, -1.91, -0.50, 0.44, -0.26, -0.39, -0.33, 0.42, -1.22, 0.42, 0.43, 0.32, 0.29, 0.21, -1.26, -0.17, -0.19, 0.33, 0.36, 0.25, 0.31, 0.22, 0.02, -1.00, 0.57, -0.61, 0.42, 0.46, -0.26, 0.41, -0.28, 0.00, -0.25, 0.57, -0.63, -0.34, 0.07, 0.47, 0.30, -0.59, 0.58], "smiles": "CC1(C)CCCC(C)(C)N1O.CC1(C)CCCC(C)(C)N1O.CC1(C)CCCC(C)(C)N1O.COC[C@H](C)N.COC[C@H](C)N.COC[C@H](C)N.COC[C@H](C)N.COC[C@H](C)N.CCO.CCO.CCO", "total_charge": 0, "multiplicity": 1, "de_lowest_kcal_mol": 0.0, "e_lumo_ha": 0.0194, "largest_force_ev_per_a": 2.51, "homo_lumo_gap_ev": 8.60}



2.
{"formula": "C53H34N7NiO3S", "method": "wB97M-V/def2-TZVPD", "symbols": ["Ni", "C", "C", "C", "C", "C", "C", "C", "C", "C", "C", "C", "C", "C", "C", "C", "C", "C", "C", "C", "N", "C", "C", "C", "C", "C", "C", "C", "C", "C", "C", "C", "C", "N", "C", "C", "C", "C", "C", "N", "C", "C", "C", "C", "C", "C", "C", "C", "N", "H", "H", "H", "H", "H", "H", "H", "H", "H", "H", "H", "H", "H", "H", "H", "H", "H", "H", "H", "H", "H", "H", "H", "H", "H", "H", "H", "H", "O", "S", "O", "O", "C", "N", "C", "C", "C", "N", "C", "C", "C", "N", "C", "C", "H", "H", "H", "H", "H", "H"], "positions_angstrom": [[-0.8771, -0.1321, -0.3201], [2.8777, -2.0705, 5.0608], [2.4412, -0.7659, 4.4770], [2.0614, -0.8107, 2.9704], [2.2013, -2.1431, 2.2370], [2.6716, -3.2077, 2.8858], [3.0238, -3.1615, 4.3135], [1.4662, -2.0670, 0.9374], [1.8305, -1.1252, -0.0362], [3.1583, -0.9868, -0.5539], [3.0576, -0.2218, -1.6726], [1.6863, 0.1889, -1.7652], [1.2123, 1.1876, -2.6123], [2.0103, 1.5130, -3.8246], [2.6678, 2.7243, -4.0140], [3.3878, 2.9627, -5.1768], [3.4639, 1.9932, -6.1651], [2.8242, 0.7748, -5.9802], [2.1075, 0.5369, -4.8179], [0.0255, 1.8584, -2.3382], [-0.8856, 1.4982, -1.3846], [-1.8337, 2.4783, -1.3676], [-3.0340, 2.4124, -0.6610], [-3.9875, 3.5531, -0.7360], [-4.3486, 4.2609, 0.4072], [-5.2075, 5.3479, 0.3262], [-5.7210, 5.7415, -0.9006], [-5.3971, 5.0216, -2.0427], [-4.5444, 3.9317, -1.9580], [-3.4519, 1.2450, -0.0284], [-4.8005, 1.0299, 0.4355], [-4.9047, -0.2818, 0.7405], [-3.6111, -0.8663, 0.5040], [-2.7442, 0.0814, 0.0443], [-3.3023, -2.1971, 0.7593], [-2.0016, -2.6808, 0.7251], [-1.5845, -3.9055, 1.3608], [-0.2459, -3.8156, 1.5281], [0.1674, -2.5894, 0.9008], [-0.9118, -1.9443, 0.3687], [-4.3883, -3.0972, 1.2466], [-5.1614, -3.8177, 0.3420], [-6.1762, -4.6514, 0.7918], [-6.4273, -4.7712, 2.1510], [-5.6562, -4.0595, 3.0596], [-4.6423, -3.2263, 2.6093], [-1.4733, 3.5242, -2.2894], [-0.3564, 3.1114, -2.9305], [0.9548, -0.3956, -0.7745], [3.0758, -2.0871, 6.1282], [3.1861, -0.0014, 4.7112], [2.5336, -0.0247, 2.3772], [2.7633, -4.1586, 2.3728], [3.3724, -4.0802, 4.7686], [4.0307, -1.4751, -0.1492], [3.8398, 0.0917, -2.3452], [2.6307, 3.4792, -3.2381], [3.9000, 3.9080, -5.3057], [4.0224, 2.1835, -7.0727], [2.8891, 0.0044, -6.7380], [1.6075, -0.4121, -4.6697], [-3.9431, 3.9607, 1.3661], [-5.4735, 5.8936, 1.2226], [-6.3714, 6.6045, -0.9664], [-5.8118, 5.3082, -3.0009], [-4.3099, 3.3517, -2.8419], [-5.5673, 1.7848, 0.4829], [-5.7684, -0.8125, 1.1062], [-2.2439, -4.6875, 1.7003], [0.4182, -4.5159, 2.0062], [-4.9611, -3.7207, -0.7181], [-6.7711, -5.2072, 0.0780], [-7.2289, -5.4093, 2.5004], [-5.8425, -4.1501, 4.1220], [-4.0382, -2.6713, 3.3170], [-2.0048, 4.4509, -2.4252], [0.1880, 3.6172, -3.7102], [3.0869, -1.6726, 9.0847], [1.7338, -1.4755, 9.5843], [0.7396, -2.3756, 9.0254], [1.6325, -1.2615, 11.0110], [1.2972, 0.1287, 8.8133], [1.0415, 1.1839, 9.5813], [0.7955, 2.3201, 8.9270], [0.7682, 2.4092, 7.5505], [0.9917, 1.2323, 6.8381], [1.2848, 0.1093, 7.4869], [0.8868, 1.0886, 5.3748], [1.0059, -0.2990, 4.8359], [0.5928, -0.4356, 3.3379], [0.0929, 0.6994, 2.5938], [0.1974, 1.8407, 3.1479], [0.5939, 2.0903, 4.5324], [0.6068, 3.1912, 9.5467], [0.5721, 3.3499, 7.0544], [0.5198, -0.9977, 5.5154], [-0.0846, -1.2773, 3.2002], [-0.1117, 2.6981, 2.5491], [0.5351, 3.1129, 4.8846]], "mulliken_charge": [-0.46, -1.30, 0.35, -0.24, -0.71, -0.06, -0.74, 0.75, 0.39, -1.30, -1.13, 0.17, 1.19, -0.41, -0.03, -0.77, -0.33, -0.84, -0.04, 0.51, -0.07, 0.68, 0.86, -0.31, -0.08, -0.82, -0.39, -0.85, -0.05, 0.43, -1.17, -1.39, 0.38, 0.22, 0.76, 0.42, -0.82, -1.16, 0.26, -0.25, -0.72, 0.08, -0.76, -0.36, -0.87, 0.17, -1.37, -1.14, 0.06, 0.44, 0.51, 0.58, 0.53, 0.41, 0.59, 0.56, 0.54, 0.36, 0.38, 0.38, 0.47, 0.49, 0.39, 0.39, 0.37, 0.52, 0.50, 0.46, 0.57, 0.49, 0.46, 0.38, 0.36, 0.40, 0.51, 0.57, 0.58, -0.69, 1.25, -0.70, -0.68, 0.01, -0.53, -0.39, -0.79, 0.54, -0.12, -0.07, 0.09, -0.01, -0.11, -0.39, -0.71, 0.41, 0.33, 0.84, 0.01, 0.47, 0.32], "total_charge": -1, "multiplicity": 1, "de_lowest_kcal_mol": 0.0, "e_lumo_ha": [0.0170, 0.0171], "largest_force_ev_per_a": 1.13, "homo_lumo_gap_ev": [5.68, 5.68]}



| no. | electronic energy (eV) |
| --- | --- |
| 1 | -91504.8675 |
| 2 | -123966.2371 |